Density functional theory data (ωB97M-V/def2-TZVPD) for the molecule C2H3N3O2 in a non-equilibrium geometry.

relative energy (zero: lowest compared OMol25 entry of this formula, charge and spin)	3.188	eV
electronic energy	-10685.2689	eV
HOMO-LUMO gap	10.012	eV
largest force on an atom	0.096	Eh/bohr

```
10
C2H3N3O2 ωB97M-V/def2-TZVPD
C -0.44907 -0.66677 0.00615
C 1.63261 -0.12857 -0.09541
H -1.53133 -2.11955 0.07479
H 2.74609 -0.13419 0.00312
H -0.90252 2.34268 0.37830
N 0.80159 -1.21060 0.00743
N 0.96801 1.00680 -0.11233
N -0.32147 0.61438 -0.07500
O -1.63631 -1.17252 -0.12154
O -1.30760 1.46834 -0.06552
```